{
  "formula": "C5H8N2",
  "method": "ωB97M-V with the def2-TZVPD basis set",
  "elements": ["C", "C", "C", "C", "C", "N", "N", "H", "H", "H", "H", "H", "H", "H", "H"],
  "positions_angstrom": [[1.034, -0.521, -0.402], [-0.423, -0.480, -0.792], [-1.314, -0.057, 0.310], [-2.741, 0.169, -0.274], [3.360, 0.251, 0.031], [-1.022, 0.126, 1.561], [2.155, -0.436, 0.040], [-0.699, -1.028, -1.695], [-2.672, 0.035, -1.384], [-3.261, -0.662, 0.213], [-3.268, 1.109, 0.147], [3.503, 0.599, -0.975], [4.164, -0.402, 0.478], [3.089, 1.038, 0.657], [-1.904, 0.258, 2.085]],
  "forces_ev_per_a": [[-1.8, 0.6, 0.0], [5.3, -0.1, 2.5], [-0.7, 0.8, -0.6], [0.2, 0.0, 1.2], [0.9, -1.1, 0.2], [-0.4, -0.8, -1.2], [-5.0, -2.6, -1.7], [0.0, 0.4, 0.5], [-0.7, 0.5, 1.1], [-0.5, -0.1, -0.6], [1.1, -1.3, -1.2], [0.8, 0.2, -0.4], [-0.6, 1.0, -0.8], [0.7, 1.9, 1.2], [0.6, 0.4, -0.4]],
  "e_tot_ha": -304.713006,
  "lumo_energy_ev": 0.71,
  "orbital_gap_ev": 8.49,
  "total_charge": 0
}



{
  "formula": "C5H8N2",
  "method": "ωB97M-V with the def2-TZVPD basis set",
  "elements": ["C", "N", "C", "C", "C", "C", "N", "H", "H", "H", "H", "H", "H", "H", "H"],
  "positions_angstrom": [[2.685, -0.654, -0.316], [1.191, -0.009, 0.566], [0.812, 1.274, 0.122], [-0.498, 1.235, -0.187], [-0.927, -0.109, 0.150], [-2.309, -0.669, 0.021], [0.053, -0.822, 0.624], [2.520, -0.146, -1.287], [2.255, -1.663, -0.481], [1.766, -0.082, 1.398], [1.554, 2.054, 0.037], [-1.110, 2.019, -0.616], [-2.647, -0.658, -1.021], [-3.017, -0.070, 0.604], [-2.328, -1.698, 0.387]],
  "forces_ev_per_a": [[-0.5, 0.0, -0.2], [0.2, 0.1, -0.1], [-0.1, 0.0, -0.1], [0.2, 0.0, 0.0], [0.1, -0.2, 0.1], [0.0, 0.0, 0.0], [-0.2, 0.0, -0.2], [-0.1, 0.0, 0.1], [0.1, 0.2, 0.1], [-0.2, 0.1, 0.1], [-0.1, -0.1, 0.0], [0.2, -0.1, 0.1], [0.1, 0.0, 0.1], [0.1, -0.1, -0.1], [0.0, 0.2, -0.1]],
  "e_tot_ha": -304.664621,
  "lumo_energy_ev": 0.41,
  "orbital_gap_ev": 8.21,
  "total_charge": 0
}



{
  "formula": "C5H8N2",
  "method": "ωB97M-V with the def2-TZVPD basis set",
  "elements": ["C", "N", "C", "C", "C", "C", "N", "H", "H", "H", "H", "H", "H", "H", "H"],
  "positions_angstrom": [[-1.542, -1.177, 0.243], [-0.356, -0.652, -0.051], [0.807, -1.214, 0.185], [1.794, -0.157, 0.372], [1.086, 1.074, -0.087], [-0.184, 0.753, -0.326], [-1.277, 1.469, -0.778], [-2.344, -0.751, -0.312], [-1.524, -2.225, 0.497], [1.924, -0.073, 1.469], [0.877, -2.256, 0.450], [2.738, -0.420, -0.094], [1.518, 2.061, -0.126], [-2.156, 1.175, -0.376], [-1.185, 2.469, -0.669]],
  "forces_ev_per_a": [[-0.9, -0.2, -0.4], [-0.1, -0.2, 0.7], [0.1, -0.1, -0.5], [0.7, 0.0, 0.6], [0.1, 0.1, -0.1], [0.1, 0.0, 0.0], [-0.1, 0.1, 0.1], [-0.7, -0.2, -0.2], [-0.2, 0.0, 0.1], [0.5, 0.2, -0.2], [-0.1, 0.1, 0.1], [0.3, 0.4, 0.0], [0.0, 0.0, -0.1], [0.0, -0.1, 0.1], [0.2, -0.1, -0.1]],
  "e_tot_ha": -304.726767,
  "lumo_energy_ev": 1.06,
  "orbital_gap_ev": 7.51,
  "total_charge": 0
}



{
  "formula": "C5H8N2",
  "method": "ωB97M-V with the def2-TZVPD basis set",
  "elements": ["C", "C", "C", "N", "C", "C", "N", "H", "H", "H", "H", "H", "H", "H", "H"],
  "positions_angstrom": [[1.976, 0.397, 0.642], [0.812, 0.316, -0.309], [0.446, -0.938, -0.974], [-0.320, -0.571, 0.001], [-1.535, -0.493, 0.525], [-1.885, 0.638, 1.294], [-2.198, 1.580, 1.907], [2.216, -0.602, 1.017], [1.789, 1.071, 1.482], [2.841, 0.766, 0.081], [0.489, 1.261, -0.761], [-1.256, -0.274, -2.056], [0.714, -1.812, -1.540], [-1.867, -0.067, -1.651], [-2.215, -1.325, 0.404]],
  "forces_ev_per_a": [[0.0, 0.0, 0.1], [0.2, 0.2, 0.0], [0.1, -0.2, 0.4], [0.0, 0.0, -0.3], [0.1, -0.3, 0.2], [-0.3, 1.2, 0.8], [0.4, -1.2, -0.7], [0.0, 0.2, 0.0], [0.0, 0.0, -0.1], [-0.1, 0.0, 0.1], [0.1, -0.2, 0.0], [-0.3, 0.1, -0.2], [-0.2, 0.1, 0.0], [-0.1, 0.0, -0.4], [0.1, 0.1, 0.1]],
  "e_tot_ha": -304.649769,
  "lumo_energy_ev": 0.41,
  "orbital_gap_ev": 8.40,
  "total_charge": 0
}



{
  "formula": "C5H8N2",
  "method": "ωB97M-V with the def2-TZVPD basis set",
  "elements": ["N", "C", "C", "N", "C", "C", "C", "H", "H", "H", "H", "H", "H", "H", "H"],
  "positions_angstrom": [[1.941, -0.720, -0.076], [0.842, 0.114, 0.388], [1.213, 1.549, 0.530], [1.535, 2.657, 0.628], [-0.361, -0.013, -0.525], [-1.715, 0.375, -0.010], [-1.384, -1.072, -0.245], [2.738, -0.635, 0.549], [2.251, -0.403, -0.990], [0.555, -0.236, 1.388], [-0.147, 0.212, -1.568], [-1.784, 0.726, 1.017], [-2.396, 0.871, -0.694], [-1.842, -1.577, -1.090], [-1.223, -1.709, 0.622]],
  "forces_ev_per_a": [[0.2, 0.1, 0.0], [-0.2, 0.0, 0.1], [0.3, 1.0, 0.1], [-0.3, -1.1, -0.1], [0.1, 0.1, -0.1], [-0.1, 0.1, 0.1], [0.0, -0.2, 0.0], [-0.1, 0.0, -0.1], [0.0, -0.1, 0.1], [0.0, 0.1, -0.1], [0.0, 0.0, 0.2], [0.0, -0.1, -0.2], [0.1, -0.1, 0.1], [0.1, 0.1, 0.1], [0.0, 0.1, -0.1]],
  "e_tot_ha": -304.789575,
  "lumo_energy_ev": 0.94,
  "orbital_gap_ev": 11.30,
  "total_charge": 0
}



{
  "formula": "C5H8N2",
  "method": "ωB97M-V with the def2-TZVPD basis set",
  "elements": ["C", "C", "C", "C", "N", "C", "N", "H", "H", "H", "H", "H", "H", "H", "H"],
  "positions_angstrom": [[2.582, -0.288, -0.394], [0.052, 0.029, 1.527], [-0.336, -0.762, 0.445], [-1.332, 0.099, -0.039], [-2.401, -0.219, -0.825], [-1.103, 1.409, 0.557], [-0.038, 1.359, 1.340], [2.717, -0.986, 0.438], [1.992, -0.773, -1.175], [3.555, 0.011, -0.787], [-0.286, -1.835, 0.331], [-3.287, 0.223, -0.637], [-2.470, -1.175, -1.140], [-1.690, 2.310, 0.402], [2.046, 0.598, -0.044]],
  "forces_ev_per_a": [[0.1, 0.0, 0.0], [0.1, -0.1, 0.0], [-0.2, 0.0, 0.1], [0.0, -0.1, 0.0], [-0.1, -0.1, 0.1], [0.0, 0.1, -0.1], [-0.2, -0.1, 0.0], [0.0, 0.1, -0.1], [0.1, 0.1, 0.1], [-0.1, -0.1, 0.0], [0.0, 0.1, 0.1], [0.1, 0.0, 0.0], [0.0, 0.1, 0.0], [0.1, -0.1, 0.0], [0.2, -0.1, -0.1]],
  "e_tot_ha": -304.677942,
  "lumo_energy_ev": [-0.45, -0.72],
  "orbital_gap_ev": [7.73, 7.74],
  "total_charge": 0
}